No. 1
This record from the OMol25 dataset describes a 2-piece molecular cluster, C3H6N overall. The level of theory is ωB97M-V/def2-TZVPD.

## Properties
LUMO level: -6.565 eV
net charge: +1
ΔE to the lowest compared entry with this formula, charge and spin: 86.1 kcal per mole

Last column: Löwdin charge in e.
Atoms and positions in Å:
C  2.3849  0.1893  0.5633  0.051
C  1.6209  -0.2200  -0.3297  -0.064
C  -1.5946  0.1135  0.6586  0.194
N  -1.2151  -0.0228  -0.6356  0.099
H  3.1115  0.4820  1.3366  0.055
H  -1.8918  -0.8786  1.0876  0.134
H  -1.5692  0.9418  1.3202  0.110
H  -1.6634  -0.6019  -1.5827  0.283
H  -0.7145  0.7165  -1.1493  0.113
H  1.5313  -0.7199  -1.2690  0.026



No. 2
This record from the OMol25 dataset describes one molecule with the formula C3H6N2. The level of theory is ωB97M-V/def2-TZVPD.

## Properties
SMILES string: CC1(C)N=N1
LUMO level: 0.868 eV
net charge: 0
ΔE to the lowest compared entry with this formula, charge and spin: 73.9 kcal per mole

Last column: Löwdin charge in e.
Atoms and positions in Å:
C  0.5194  0.0566  -0.0170  -0.511
C  -0.5996  -1.3275  -0.0352  0.017
C  -0.1771  1.3936  0.1048  -0.071
N  1.6779  -0.1188  -0.7716  0.085
N  1.8801  -0.2534  0.4186  0.132
H  -1.0844  -1.3171  0.9222  0.046
H  -0.0748  -2.2476  0.0343  0.034
H  -1.1418  -1.4347  -0.8906  0.014
H  0.5705  2.2448  0.2740  0.093
H  -1.0099  1.3181  0.8572  0.085
H  -0.5604  1.6861  -0.8966  0.077



No. 3
This record from the OMol25 dataset describes one molecule with the formula C3H6N2. The level of theory is ωB97M-V/def2-TZVPD.

## Properties
LUMO level (spin up / spin down): 0.770 / 0.012 eV
net charge: 0
ΔE to the lowest compared entry with this formula, charge and spin: 113.9 kcal per mole

Last column: Löwdin charge in e.
Atoms and positions in Å:
C  -0.7056  1.1115  0.5729  0.042
C  -0.4155  -0.2157  0.1313  -0.438
C  -1.0775  -1.2144  -0.4354  0.048
N  1.0240  -0.1216  0.1892  -0.136
N  1.7426  -0.2910  -0.8485  0.059
H  2.6446  0.1797  -0.7477  0.054
H  -1.2582  1.7824  -0.0645  0.061
H  -0.4726  1.4304  1.5772  0.051
H  1.2240  0.6025  0.9500  0.152
H  -2.1522  -1.2068  -0.4725  0.054
H  -0.5537  -2.0572  -0.8520  0.053



No. 4
This record from the OMol25 dataset describes one molecule with the formula C3H6N2. The level of theory is ωB97M-V/def2-TZVPD.

## Properties
SMILES string: [H]/N=C/N1CC1
LUMO level: 1.174 eV
net charge: 0
ΔE to the lowest compared entry with this formula, charge and spin: 46.3 kcal per mole

Last column: Löwdin charge in e.
Atoms and positions in Å:
C  1.0147  -0.6427  0.2103  -0.311
C  -1.2291  0.1416  -0.2387  -0.166
C  -0.3586  1.2320  -0.6425  -0.124
H  1.3566  -1.8136  1.7474  0.037
H  2.0966  -0.4430  -0.0233  0.129
H  -1.3153  -0.1710  0.8351  0.103
H  -2.1248  -0.1639  -0.8686  0.124
H  0.2494  1.6715  0.1569  0.108
H  -0.4425  1.7422  -1.5991  0.103
N  0.6541  -1.3771  1.1769  0.094
N  0.0990  -0.1759  -0.7543  -0.097



No. 5
This record from the OMol25 dataset describes one molecule with the formula C3H6N2. The level of theory is ωB97M-V/def2-TZVPD.

## Properties
SMILES string: CC1(C)N=N1
LUMO level: 0.932 eV
net charge: 0
ΔE to the lowest compared entry with this formula, charge and spin: 56.2 kcal per mole

Last column: Löwdin charge in e.
Atoms and positions in Å:
C  -0.4290  0.0245  0.0702  -0.576
C  0.3442  -1.3339  0.0826  -0.027
C  0.3194  1.3405  -0.0719  -0.043
N  -1.7337  0.0716  0.6856  0.104
N  -1.7649  -0.0491  -0.5438  0.117
H  0.1894  -1.7543  -0.8862  0.058
H  0.1153  -2.1113  0.8357  0.083
H  1.3642  -0.9613  0.2025  0.060
H  -0.1680  2.2458  0.3402  0.088
H  0.5182  1.4604  -1.1358  0.078
H  1.2448  1.0670  0.4208  0.059



No. 6
This record from the OMol25 dataset describes one molecule with the formula C3H6N2. The level of theory is ωB97M-V/def2-TZVPD.

## Properties
SMILES string: C=N/N=C\C
LUMO level: 0.688 eV
net charge: 0
ΔE to the lowest compared entry with this formula, charge and spin: 73.5 kcal per mole

Last column: Löwdin charge in e.
Atoms and positions in Å:
C  -1.6197  -0.5402  -0.0291  -0.121
C  -0.8801  0.7766  0.0522  -0.205
C  2.3391  -0.1671  -0.0225  -0.025
H  -0.8024  -1.3642  -0.2378  0.089
H  -2.4252  -0.5021  -0.7633  0.054
H  -2.2568  -0.6294  0.9674  0.110
H  -1.6349  1.5710  -0.1335  0.101
H  3.0737  -0.8138  0.1636  0.017
H  2.7101  0.8582  0.1890  0.072
N  0.4238  1.0483  -0.0822  0.006
N  1.0724  -0.2374  -0.1037  -0.098



No. 7
This record from the OMol25 dataset describes one molecule with the formula C3H6N2. The level of theory is ωB97M-V/def2-TZVPD.

## Properties
SMILES string: C=NN1CC1
LUMO level: 0.898 eV
net charge: 0
ΔE to the lowest compared entry with this formula, charge and spin: 97.6 kcal per mole

Last column: Löwdin charge in e.
Atoms and positions in Å:
C  -1.6070  0.2032  0.1026  -0.046
C  0.9317  0.4757  -0.5123  -0.174
C  0.9708  -0.5724  0.5216  -0.132
H  -2.6711  0.2497  0.1188  0.039
H  -1.0728  1.1944  0.4279  0.104
H  1.8820  0.5604  -1.0944  0.124
H  0.3999  1.3182  -0.4696  0.026
H  1.8064  -1.2406  0.7138  0.094
H  0.3202  -0.5000  1.4282  0.107
N  -1.1711  -0.9279  -0.4849  0.014
N  0.2108  -0.7607  -0.7517  -0.157



No. 8
This record from the OMol25 dataset describes one molecule with the formula C3H6N2. The level of theory is ωB97M-V/def2-TZVPD.

## Properties
LUMO level: 0.597 eV
net charge: 0
ΔE to the lowest compared entry with this formula, charge and spin: 111.4 kcal per mole

Last column: Löwdin charge in e.
Atoms and positions in Å:
C  -0.4376  0.4973  -0.2745  -0.128
N  1.1607  0.7467  0.3325  0.099
C  0.4331  -0.6604  -0.4472  -0.464
C  -1.6127  0.8809  0.1486  0.067
N  0.0926  -1.7842  0.2054  -0.020
H  1.2380  0.5198  1.3217  0.099
H  1.9698  1.0251  -0.2160  0.087
H  0.4258  -2.5932  -0.3196  -0.010
H  0.9408  -0.6901  -1.4234  0.120
H  -1.7528  1.8554  0.6003  0.067
H  -2.4578  0.2026  0.0723  0.082



No. 9
This record from the OMol25 dataset describes one molecule with the formula C3H6N2. The level of theory is ωB97M-V/def2-TZVPD.

## Properties
SMILES string: C=C1CN1N
LUMO level: 1.060 eV
net charge: 0
ΔE to the lowest compared entry with this formula, charge and spin: 91.2 kcal per mole

Last column: Löwdin charge in e.
Atoms and positions in Å:
C  -0.6571  0.1708  -0.2780  -0.301
C  -1.8166  -0.5992  -0.1293  0.084
C  0.2253  1.2589  -0.1407  -0.101
N  0.6853  -0.0475  -0.7013  -0.123
N  1.4842  -0.9124  0.0529  0.036
H  -1.6950  -1.6602  -0.3103  0.052
H  -2.5696  -0.2153  0.4336  0.002
H  0.0864  2.2255  -0.7130  0.123
H  0.5961  1.3841  0.8825  0.105
H  1.2536  -1.0352  0.9954  0.053
H  2.4074  -0.5694  -0.0919  0.070



No. 10
This record from the OMol25 dataset describes one molecule with the formula C3H6N2. The level of theory is ωB97M-V/def2-TZVPD.

## Properties
SMILES string: [H]/N=C/N1CC1
LUMO level: 1.136 eV
net charge: 0
ΔE to the lowest compared entry with this formula, charge and spin: 47.3 kcal per mole

Last column: Löwdin charge in e.
Atoms and positions in Å:
C  -1.1837  -0.5097  -0.2383  -0.329
C  0.8161  0.9035  -0.1785  -0.135
C  1.3118  -0.4081  0.3383  -0.090
H  -2.8715  0.1205  0.2803  0.073
H  -1.4132  -1.5775  -0.3928  0.124
H  0.3824  1.6397  0.4581  0.088
H  1.3545  1.2324  -1.0909  0.116
H  1.1329  -0.6990  1.3184  0.080
H  2.1916  -0.8599  -0.1165  0.100
N  -1.8634  0.4716  0.1707  0.087
N  0.1426  -0.3134  -0.5488  -0.115



No. 11
This record from the OMol25 dataset describes one molecule with the formula C3H6N2. The level of theory is ωB97M-V/def2-TZVPD.

## Properties
SMILES string: C=C=NCN
LUMO level: 0.983 eV
net charge: 0
ΔE to the lowest compared entry with this formula, charge and spin: 45.2 kcal per mole

Last column: Löwdin charge in e.
Atoms and positions in Å:
C  -1.1045  -0.3405  -0.0217  -0.302
N  -0.0408  0.1067  0.8697  0.085
N  -1.8398  0.8139  -0.5003  -0.002
C  1.0521  -0.1274  0.5125  -0.254
C  2.2651  -0.3641  0.1225  0.005
H  -2.2089  1.2859  0.3241  0.067
H  -0.7394  -0.9206  -0.8797  0.115
H  -1.7876  -0.9926  0.5342  0.114
H  -1.1515  1.4638  -0.8763  0.068
H  2.6181  -1.3810  0.0103  0.053
H  2.9374  0.4559  -0.0952  0.052



No. 12
This record from the OMol25 dataset describes one molecule with the formula C3H6N2. The level of theory is ωB97M-V/def2-TZVPD.

## Properties
SMILES string: [H]/N=C/N1CC1
LUMO level: 1.076 eV
net charge: 0
ΔE to the lowest compared entry with this formula, charge and spin: 55.7 kcal per mole

Last column: Löwdin charge in e.
Atoms and positions in Å:
C  1.0046  0.4776  -0.2860  -0.261
C  -1.0049  -0.8085  0.3571  -0.167
C  -1.4459  0.5580  0.0731  -0.177
H  2.6131  0.1620  0.3785  0.020
H  1.2195  1.6539  -0.2857  0.160
H  -0.5688  -0.8783  1.3181  0.083
H  -1.4220  -1.8125  0.0170  0.132
H  -1.1410  1.2072  0.9513  0.125
H  -2.3615  0.8359  -0.4624  0.107
N  1.8123  -0.3838  0.1640  0.101
N  -0.3355  0.0223  -0.5614  -0.125